DFT (ωB97M-V/def2-TZVPD) results for C35H25BrGeN2ORu as an isolated structure.

Results
energy above the lowest of the compared OMol25 structures with the same formula, charge and spin: 24.1 kJ/mol
E_tot: -170867.15058 eV
LUMO energy: -0.9 eV
HOMO-LUMO gap: 5.36 eV
strongest force on any atom: 1.3 eV/A
highest occupied orbital energy: -6.30 eV

Structure (XYZ):
```
66
Properties=species:S:1:pos:R:3:forces:R:3
Ru -1.0644 0.1529 -2.1070 0.2 -0.9 0.9
Br 3.1111 6.2693 -2.6229 0.0 0.0 0.0
C 1.7862 4.9169 -2.6681 -0.1 0.0 0.0
C 0.4387 5.2707 -2.8582 0.1 0.1 0.0
C -0.5311 4.3100 -2.8476 0.0 -0.1 0.1
C -0.2254 2.9347 -2.6506 -0.4 0.1 0.0
O -1.2241 2.1114 -2.5456 0.1 0.2 -0.2
C 1.1455 2.5899 -2.5529 0.3 -0.3 0.0
C 1.6361 1.2425 -2.5012 0.2 0.5 -0.1
N 0.9050 0.1800 -2.5260 0.2 -0.7 -0.2
C 1.5112 -1.1239 -2.5841 -0.6 0.6 -0.1
C 2.8319 -1.3936 -2.7489 0.5 -0.3 -0.1
C 3.2920 -2.7352 -2.8314 0.0 0.4 0.0
C 2.4222 -3.7766 -2.7832 -0.3 -0.2 0.0
C 1.0316 -3.5260 -2.6463 0.2 -0.2 0.0
C 0.0497 -4.5442 -2.6341 0.2 -0.1 0.0
C -1.2597 -4.2109 -2.4994 -0.3 0.2 0.1
C -1.6165 -2.8491 -2.3558 -0.2 -0.4 0.1
N -0.7346 -1.8857 -2.3710 0.5 0.1 -0.2
C 0.5931 -2.2032 -2.5296 -0.3 0.2 0.0
C 2.1294 3.6080 -2.5276 0.0 0.0 0.0
H 0.1743 6.3102 -3.0074 0.0 0.0 0.0
H -1.5747 4.5690 -2.9665 0.0 0.0 0.0
H 2.7197 1.1412 -2.4778 0.0 0.0 0.1
H 3.5537 -0.5935 -2.8349 0.0 -0.1 0.0
H 4.3513 -2.9197 -2.9510 0.0 0.0 0.0
H 2.7729 -4.7980 -2.8614 0.0 0.0 0.0
H 0.3543 -5.5798 -2.7351 0.0 0.0 0.0
H -2.0358 -4.9627 -2.4889 0.0 0.0 0.0
H -2.6400 -2.5431 -2.1881 0.0 0.0 -0.1
H 3.1686 3.3324 -2.3916 0.0 0.0 0.0
C -1.5893 -0.0659 -0.5102 -0.4 0.9 -0.2
Ge -0.9849 0.0471 1.3629 -0.2 -0.6 -0.1
C -2.5049 -0.5728 2.4201 -0.2 0.0 0.0
C -3.1919 0.2603 3.3026 0.0 -0.1 0.0
C -4.3624 -0.1642 3.9242 0.1 0.0 0.0
C -4.8666 -1.4298 3.6664 0.0 0.0 0.0
C -4.1959 -2.2731 2.7896 0.0 0.0 0.0
C -3.0307 -1.8436 2.1706 0.0 0.0 0.1
C 0.5302 -1.1518 1.6205 0.2 -0.2 0.1
C 1.6528 -0.7854 2.3648 0.0 -0.1 -0.1
C 2.6793 -1.6942 2.6029 0.0 0.0 0.0
C 2.6008 -2.9845 2.0975 0.0 0.0 0.0
C 1.5012 -3.3606 1.3359 0.0 0.1 0.0
C 0.4807 -2.4495 1.1011 0.0 0.1 -0.1
C -0.5119 1.8408 1.8670 0.1 0.3 0.1
C -0.3502 2.8216 0.8922 0.1 0.1 0.2
C 0.0188 4.1158 1.2393 0.0 0.0 0.0
C 0.2254 4.4415 2.5727 0.0 0.0 0.0
C 0.0639 3.4748 3.5566 0.0 -0.1 0.0
C -0.3036 2.1818 3.2058 0.1 0.0 0.0
H -2.8214 1.2586 3.5046 0.0 0.0 0.0
H -4.8850 0.4992 4.6024 0.0 0.0 0.0
H -5.7874 -1.7544 4.1348 0.0 0.0 0.0
H -4.5881 -3.2616 2.5829 0.0 0.0 0.0
H -2.5291 -2.5111 1.4773 0.0 0.0 0.0
H 1.7354 0.2218 2.7591 0.0 0.0 0.0
H 3.5410 -1.3939 3.1869 0.0 0.0 0.0
H 3.3963 -3.6939 2.2895 0.0 0.0 0.0
H 1.4386 -4.3632 0.9291 0.0 0.0 0.0
H -0.3638 -2.7542 0.4880 0.0 0.0 0.0
H -0.5243 2.5726 -0.1392 -0.1 0.0 -0.3
H 0.1409 4.8657 0.4678 0.0 0.0 0.0
H 0.5099 5.4498 2.8471 0.0 0.0 0.0
H 0.2241 3.7275 4.5975 0.0 0.0 0.0
H -0.4204 1.4345 3.9842 0.0 0.0 0.0
```
Positions in Å, forces in eV/Å.